(1)
This record from OMol25 describes a molecular structure, C50H52CrN3O6P2S2 at a distorted geometry. The level of theory is wB97M-V/def2-TZVPD.

Calculated values
- E (eV) = -138119.2639
- strongest force on any atom (hartree/bohr) = 0.0523
- charge = 0
- 2S+1 = 4
- highest occupied orbital energy (alpha / beta) (eV) = -7.658 / -7.736
- LUMO energy (alpha / beta) (Ha) = -0.03004 / -0.01503
- Kohn-Sham gap (alpha / beta) (eV) = 6.8 / 7.3

Positions of all 116 atoms, in Å:
1 Cr 10.121 14.539 11.576
2 N 11.660 15.979 12.322
3 C 12.995 15.540 11.950
4 C 14.089 15.574 12.818
5 C 15.309 15.065 12.387
6 C 15.437 14.555 11.087
7 C 14.363 14.533 10.218
8 C 13.115 14.933 10.683
9 P 11.637 14.783 9.643
10 C 11.904 16.334 8.753
11 C 12.684 16.350 7.606
12 C 13.060 17.571 7.059
13 C 12.661 18.761 7.648
14 C 11.903 18.740 8.816
15 C 11.541 17.532 9.378
16 C 11.825 13.378 8.560
17 C 11.076 13.355 7.375
18 C 11.074 12.206 6.596
19 C 11.822 11.089 6.952
20 C 12.563 11.129 8.134
21 C 12.594 12.266 8.927
22 H 11.547 15.984 13.347
23 H 11.486 16.937 11.995
24 H 14.007 16.045 13.803
25 H 16.170 15.066 13.066
26 H 16.398 14.156 10.762
27 H 14.487 14.243 9.182
28 H 12.955 15.410 7.109
29 H 13.658 17.576 6.148
30 H 12.938 19.712 7.199
31 H 11.574 19.688 9.268
32 H 10.881 17.511 10.247
33 H 10.481 14.234 7.082
34 H 10.451 12.193 5.700
35 H 11.871 10.218 6.296
36 H 13.139 10.240 8.446
37 H 13.251 12.283 9.809
38 C 9.010 15.061 13.424
39 C 8.782 16.457 13.676
40 C 7.612 17.095 13.136
41 C 7.401 18.445 13.346
42 C 8.293 19.179 14.166
43 C 9.408 18.554 14.767
44 C 9.670 17.217 14.518
45 C 8.046 20.568 14.347
46 N 7.801 21.698 14.532
47 H 8.096 14.486 13.265
48 H 9.724 14.571 14.103
49 H 6.918 16.512 12.529
50 H 6.575 18.987 12.862
51 H 10.058 19.178 15.395
52 H 10.535 16.726 14.981
53 O 9.986 12.428 11.050
54 C 11.014 12.276 11.780
55 O 11.530 13.202 12.496
56 C 11.736 10.971 11.746
57 C 11.196 9.909 10.986
58 C 11.751 8.629 11.045
59 C 12.918 8.496 11.797
60 O 13.658 7.375 12.032
61 C 14.781 7.778 12.879
62 O 14.647 9.195 13.133
63 C 13.511 9.598 12.469
64 C 12.954 10.856 12.469
65 H 10.340 10.134 10.333
66 H 11.328 7.786 10.491
67 H 15.709 7.576 12.336
68 H 14.721 7.232 13.826
69 H 13.369 11.713 13.022
70 C 6.267 12.292 12.286
71 C 7.165 11.158 12.869
72 C 7.597 10.228 11.717
73 P 8.561 11.903 13.824
74 C 9.537 10.389 14.350
75 C 10.841 10.790 15.083
76 C 8.794 9.281 15.113
77 C 7.714 12.565 15.363
78 C 6.576 11.736 15.993
79 C 8.741 13.036 16.420
80 H 5.409 11.843 11.756
81 H 6.835 12.881 11.555
82 H 5.869 12.974 13.055
83 H 6.569 10.583 13.605
84 H 8.271 10.749 11.022
85 H 6.705 9.936 11.155
86 H 8.086 9.323 12.109
87 H 9.851 9.975 13.373
88 H 10.647 10.952 16.156
89 H 11.308 11.696 14.672
90 H 11.585 9.985 15.024
91 H 8.568 9.534 16.157
92 H 9.422 8.384 15.108
93 H 7.852 9.030 14.608
94 H 7.267 13.508 14.997
95 H 6.903 10.769 16.394
96 H 5.747 11.559 15.296
97 H 6.192 12.324 16.827
98 H 8.981 12.224 17.133
99 H 8.300 13.863 16.991
100 H 9.671 13.393 15.965
101 O 7.885 16.482 5.724
102 S 9.028 16.749 6.562
103 O 10.350 16.651 6.005
104 N 8.950 15.653 7.862
105 C 8.657 16.276 8.944
106 S 8.274 15.543 10.520
107 C 8.545 17.777 8.869
108 C 8.424 18.720 9.904
109 C 8.580 20.069 9.608
110 C 8.790 20.472 8.284
111 C 8.895 19.546 7.239
112 C 8.764 18.213 7.563
113 H 8.256 18.340 10.913
114 H 8.503 20.812 10.408
115 H 8.885 21.543 8.041
116 H 9.095 19.859 6.205

Atom charges from the Löwdin analysis, given in e for atoms 1 to 2: 0.48 0.05

(2)
This record from OMol25 describes a molecular structure, C50H52MnN5S3. The level of theory is wB97M-V/def2-TZVPD.

Calculated values
- E (eV) = -123976.7629
- strongest force on any atom (hartree/bohr) = 0.0180
- charge = -1
- 2S+1 = 6
- highest occupied orbital energy (alpha / beta) (eV) = -2.620 / -2.763
- LUMO energy (alpha / beta) (Ha) = 0.07264 / 0.07257
- Kohn-Sham gap (alpha / beta) (eV) = 4.6 / 4.7

Positions of all 111 atoms, in Å:
1 Mn -0.251 1.193 0.050
2 S -0.306 3.499 -1.302
3 C -1.710 3.624 -0.379
4 N -1.989 2.809 0.617
5 C -3.168 3.158 1.267
6 C -3.723 2.510 2.370
7 C -4.936 2.947 2.876
8 C -5.602 4.039 2.316
9 C -5.048 4.714 1.238
10 C -3.838 4.266 0.724
11 S -2.912 4.898 -0.607
12 H -3.204 1.670 2.812
13 H -5.371 2.430 3.722
14 H -6.544 4.373 2.734
15 H -5.550 5.570 0.803
16 C 2.852 2.107 2.993
17 C 2.245 3.356 2.344
18 C 0.720 3.339 2.474
19 C 2.758 3.596 0.930
20 C 3.434 4.791 0.700
21 C 3.992 5.088 -0.533
22 C 3.875 4.164 -1.557
23 C 3.207 2.956 -1.378
24 C 3.082 2.020 -2.575
25 C 2.203 2.624 -3.677
26 C 4.446 1.661 -3.179
27 C 2.630 2.659 -0.118
28 N 1.907 1.475 0.079
29 C 2.564 0.273 -0.037
30 C 1.837 -0.875 -0.170
31 N 0.453 -0.789 -0.224
32 C -0.265 -2.001 -0.276
33 C -0.423 -2.783 0.891
34 C -1.182 -3.947 0.828
35 C -1.764 -4.358 -0.362
36 C -1.548 -3.624 -1.516
37 C -0.782 -2.458 -1.499
38 C -0.405 -1.747 -2.788
39 C -1.184 -0.456 -3.034
40 C -0.542 -2.638 -4.025
41 C 0.268 -2.377 2.186
42 C 0.594 -3.574 3.079
43 C -0.522 -1.340 2.990
44 C 2.758 -2.026 -0.233
45 C 2.655 -3.388 -0.376
46 C 3.846 -4.179 -0.350
47 C 5.093 -3.641 -0.188
48 C 5.230 -2.226 -0.044
49 C 6.443 -1.497 0.147
50 C 6.392 -0.138 0.303
51 C 5.168 0.599 0.268
52 C 3.996 -0.076 0.059
53 C 4.069 -1.488 -0.081
54 H 2.617 2.085 4.062
55 H 3.939 2.098 2.880
56 H 2.458 1.201 2.531
57 H 2.584 4.221 2.921
58 H 0.317 2.413 2.072
59 H 0.258 4.173 1.943
60 H 0.425 3.385 3.527
61 H 3.534 5.502 1.516
62 H 4.511 6.026 -0.692
63 H 4.301 4.394 -2.528
64 H 2.608 1.098 -2.244
65 H 2.637 3.556 -4.054
66 H 1.197 2.846 -3.318
67 H 2.118 1.923 -4.513
68 H 4.930 2.545 -3.606
69 H 4.315 0.933 -3.985
70 H 5.116 1.227 -2.438
71 H -1.314 -4.556 1.716
72 H -2.360 -5.264 -0.395
73 H -1.968 -3.981 -2.450
74 H 0.654 -1.489 -2.687
75 H -2.257 -0.661 -3.093
76 H -0.864 0.013 -3.969
77 H -1.012 0.269 -2.242
78 H -1.591 -2.806 -4.286
79 H -0.065 -3.609 -3.877
80 H -0.064 -2.152 -4.879
81 H 1.217 -1.916 1.910
82 H -0.307 -4.042 3.485
83 H 1.202 -3.244 3.925
84 H 1.162 -4.330 2.531
85 H -1.540 -1.689 3.191
86 H -0.586 -0.396 2.453
87 H -0.026 -1.146 3.945
88 H 1.698 -3.879 -0.507
89 H 3.749 -5.254 -0.454
90 H 5.968 -4.281 -0.157
91 H 7.394 -2.018 0.178
92 H 7.317 0.408 0.454
93 H 5.189 1.674 0.400
94 N -3.879 0.953 -1.387
95 C -3.923 -0.103 -0.521
96 S -2.734 -0.331 0.615
97 N -5.011 -0.889 -0.704
98 C -5.435 -2.088 -0.091
99 C -4.634 -2.890 0.714
100 C -5.154 -4.070 1.230
101 C -6.455 -4.466 0.960
102 C -7.252 -3.658 0.158
103 C -6.747 -2.479 -0.358
104 H -3.159 1.627 -1.164
105 H -4.751 1.368 -1.681
106 H -5.657 -0.550 -1.400
107 H -3.612 -2.607 0.918
108 H -4.519 -4.691 1.850
109 H -6.843 -5.393 1.362
110 H -8.269 -3.949 -0.071
111 H -7.373 -1.851 -0.986

Atom charges from the Löwdin analysis, given in e for atoms 1 to 2: 0.74 0.64

Energy above the lowest of the compared OMol25 structures with the same formula, charge and spin? In order: 42.7; 0.0 kJ/mol.